1.
The following is a DFT calculation (ωB97M-V/def2-TZVPD) of a cluster of 8 separate species, C24H46N6O6 in total in a non-equilibrium geometry.

```
82
C24H46N6O6 ωB97M-V/def2-TZVPD
C -8.13539 2.34522 -0.85942
O -6.97143 2.86385 -1.43926
C -6.63096 2.17604 -2.64248
C -5.09767 2.46635 -2.88184
O -4.28489 2.11511 -1.73985
C -4.01017 3.22501 -0.81962
C -3.63427 2.64062 0.56691
O -2.29887 2.16419 0.52817
C -1.69974 2.10436 1.82313
H -8.50754 3.06529 -0.13066
H -7.92831 1.43567 -0.29557
H -9.05341 2.17908 -1.42311
H -7.16978 2.63833 -3.46957
H -6.76077 1.09469 -2.59878
H -4.89187 3.43843 -3.32995
H -4.77628 1.80559 -3.68696
H -4.92925 3.80417 -0.73034
H -3.22055 3.85660 -1.22670
H -4.26217 1.75830 0.69081
H -3.85661 3.43482 1.27958
H -0.65104 1.80806 1.80045
H -2.19398 1.31990 2.39624
H -1.68963 3.06886 2.33082
C -0.38966 -0.64308 -0.72348
O 0.76018 -1.52210 -0.57941
C 0.75779 -2.76398 -1.28962
C 0.52620 -2.74877 -2.79485
O -0.84642 -2.55023 -3.24331
C -1.82066 -3.60872 -3.17768
C -2.96758 -3.40886 -4.17659
O -3.93043 -2.49364 -3.67996
C -3.66473 -1.07215 -3.80494
H -0.43822 0.08492 0.08630
H -1.31840 -1.18976 -0.56014
H -0.54174 -0.23506 -1.72273
H -0.11394 -3.23633 -0.83675
H 1.67627 -3.31259 -1.08100
H 0.90572 -3.68842 -3.19625
H 1.11168 -1.88630 -3.11338
H -2.12942 -3.66898 -2.13406
H -1.41561 -4.58684 -3.43712
H -3.46750 -4.34981 -4.40638
H -2.52347 -3.01371 -5.09021
H -4.45793 -0.46658 -3.36648
H -3.57166 -0.67225 -4.81464
H -2.80278 -0.73469 -3.22940
C 3.61734 4.78195 -1.42541
C 2.99956 3.48853 -1.40528
N 2.51377 2.38434 -1.42543
H 4.20872 4.93171 -2.32871
H 4.38514 4.88868 -0.65913
H 2.84086 5.54168 -1.33613
C 2.89082 0.42666 1.43481
C 2.80222 -0.82086 2.09461
N 2.71781 -1.84058 2.64599
H 2.13700 1.17072 1.69218
H 2.76767 0.24740 0.36673
H 3.90611 0.80061 1.56679
C 5.33473 -1.47089 -0.63182
C 5.82497 -2.66924 -0.04245
N 6.27300 -3.65689 0.39758
H 4.28067 -1.66500 -0.83017
H 5.81810 -1.28993 -1.59188
H 5.50584 -0.58706 -0.01726
C 0.03218 -3.04182 3.13132
C -1.06368 -2.11508 2.68630
N -1.83335 -1.37864 2.31096
H -0.45904 -3.97948 3.39133
H 0.52076 -2.57323 3.98562
H 0.80126 -3.19992 2.37526
C 6.46660 2.07421 6.01561
C 5.64831 2.02900 4.76010
N 5.07863 2.00824 3.77422
H 5.95236 1.79482 6.93516
H 6.79779 3.10718 6.12235
H 7.29845 1.40625 5.79208
C 6.11940 -2.96283 4.08681
C 6.37945 -1.93566 5.06473
N 6.56889 -1.10214 5.82701
H 6.42682 -3.93192 4.47980
H 6.67708 -2.75422 3.17380
H 5.08068 -3.14718 3.81263
```

**SMILES**: COCCOCCOC.COCCOCCOC.CC#N.CC#N.CC#N.CC#N.CC#N.CC#N
**Relative energy (zero: lowest compared OMol25 entry of this formula, charge and spin)**: 43.53 kcal/mol
**E_HOMO**: -9.12 eV
**Multiplicity**: 1
**F_max**: 6.954 eV/A
**HOMO-LUMO gap**: 0.3522 hartree
**Energy**: -1721.804243 hartree
**Total charge**: 0

Formally, the Mulliken partial charges of the atoms, in units of the elementary charge, are as follows:
1. C -0.89
2. O -0.27
3. C -0.34
4. C -0.83
5. O -0.15
6. C -0.56
7. C -0.62
8. O -0.13
9. C -0.61
10. H 0.29
11. H 0.34
12. H 0.33
13. H 0.33
14. H 0.40
15. H 0.33
16. H 0.33
17. H 0.43
18. H 0.32
19. H 0.28
20. H 0.39
21. H -0.10
22. H 0.39
23. H 0.40
24. C -0.47
25. O -0.20
26. C -0.48
27. C -0.76
28. O -0.28
29. C -0.47
30. C -0.63
31. O -0.40
32. C -0.30
33. H -0.11
34. H 0.26
35. H 0.30
36. H 0.34
37. H 0.34
38. H 0.48
39. H 0.30
40. H 0.30
41. H 0.45
42. H 0.39
43. H 0.29
44. H 0.02
45. H 0.31
46. H 0.16
47. C -0.81
48. C 0.48
49. N -0.47
50. H 0.28
51. H 0.28
52. H 0.26
53. C -0.54
54. C 0.43
55. N -0.51
56. H 0.25
57. H 0.09
58. H 0.34
59. C -0.29
60. C 0.35
61. N -0.47
62. H -0.09
63. H 0.36
64. H 0.17
65. C -0.84
66. C 0.42
67. N -0.42
68. H 0.36
69. H 0.29
70. H 0.22
71. C -0.80
72. C 0.32
73. N -0.36
74. H 0.28
75. H 0.32
76. H 0.25
77. C -0.66
78. C 0.37
79. N -0.38
80. H 0.31
81. H 0.17
82. H 0.16

---

2.
The following is a DFT calculation (ωB97M-V/def2-TZVPD) of a structure of composition C24H47BiN3O2P2 in a non-equilibrium geometry.

```
79
C24H47BiN3O2P2 ωB97M-V/def2-TZVPD
C -0.72771 2.36145 -1.91078
C -0.15747 1.24775 -2.75824
N 0.17696 0.11950 -2.11867
C 0.46662 -1.02037 -2.85186
C 0.59209 -0.90323 -4.26660
C 0.38020 0.31136 -4.88959
C -0.02655 1.41270 -4.13406
C 0.58963 -2.23774 -2.15469
P 0.47862 -2.37529 -0.39810
H -0.26051 2.38194 -4.57063
H 0.84613 -1.79973 -4.83446
H 0.50355 0.41449 -5.96240
C 1.22622 3.05488 -0.67059
C -0.95796 3.12982 0.40447
H 0.76228 -3.13694 -2.75714
H -1.81760 2.24162 -1.78412
H -0.53857 3.34903 -2.36510
C 1.92954 -3.28559 0.22829
C -0.92946 -3.46837 -0.00319
H 1.82650 -3.50518 1.30253
H 2.02021 -4.23450 -0.32384
H 2.84582 -2.69627 0.07418
H -1.12834 -3.46234 1.07809
H -1.83460 -3.15507 -0.54241
H -0.66965 -4.49173 -0.31375
H -1.00249 4.19550 0.11020
H -1.96961 2.69453 0.37427
H -0.55050 3.04967 1.42713
H 1.07432 4.13888 -0.81890
H 1.78410 2.86447 0.25254
H 1.78301 2.64038 -1.51851
C -0.95744 -0.51510 2.89736
O -1.38392 -1.18659 3.71962
Bi 0.39502 0.16689 0.51925
O -2.49151 -0.21746 -0.43960
H -3.07243 -0.89849 -0.04997
H -2.52219 -0.40381 -1.39447
N -0.09492 2.38601 -0.55683
C 4.69980 1.97540 0.44465
C 4.38465 2.39650 1.89176
C 5.71079 2.51099 2.65870
C 3.75321 3.80220 1.83309
P 3.22395 1.14150 2.64729
N 2.20746 0.73413 1.47179
C 4.12706 -0.42521 3.11428
C 5.04273 -0.23058 4.32941
C 3.10446 -1.54246 3.42349
C 4.95752 -0.89378 1.90990
C 2.39609 1.86806 4.15734
C 1.91048 0.77791 5.13194
C 3.32324 2.80665 4.95624
C 1.13598 2.60413 3.66309
H 5.31394 2.76656 -0.01324
H 3.77638 1.85318 -0.13379
H 5.25991 1.03738 0.39797
H 6.27126 3.33629 2.19772
H 5.56807 2.77032 3.71182
H 6.33388 1.61594 2.56855
H 2.98608 3.87129 1.05552
H 3.32067 4.14505 2.77552
H 4.55176 4.50866 1.55910
H 4.50767 0.04437 5.24162
H 5.53698 -1.19392 4.51149
H 5.82147 0.51311 4.15249
H 2.30275 -1.55855 2.67172
H 3.63201 -2.51080 3.39235
H 2.66016 -1.44219 4.41990
H 4.34228 -0.93670 1.00120
H 5.83860 -0.26584 1.73767
H 5.32066 -1.91022 2.12409
H 2.73461 0.25769 5.63520
H 1.33423 1.28013 5.92497
H 1.23657 0.05854 4.64726
H 3.63899 3.69441 4.40607
H 2.75197 3.16799 5.82379
H 4.21324 2.28788 5.33535
H 1.35634 3.37790 2.91350
H 0.43321 1.87230 3.22839
H 0.64630 3.09056 4.52387
```

**Relative energy (zero: lowest compared OMol25 entry of this formula, charge and spin)**: 2.33 kcal/mol
**E_HOMO (spin up / spin down)**: -13.59 / -13.58 eV
**Multiplicity**: 2
**F_max**: 3.743 eV/A
**HOMO-LUMO gap (spin up / spin down)**: 0.2681 / 0.2128 hartree
**Energy**: -2154.171665 hartree
**Total charge**: +2

Formally, the Mulliken partial charges of the atoms, in units of the elementary charge, are as follows:
1. C -1.09
2. C 0.47
3. N 0.54
4. C 0.62
5. C -0.93
6. C -0.57
7. C -0.88
8. C -1.16
9. P 0.72
10. H 0.52
11. H 0.47
12. H 0.46
13. C -0.33
14. C -1.10
15. H 0.46
16. H 0.46
17. H 0.43
18. C -1.18
19. C -1.35
20. H 0.40
21. H 0.52
22. H 0.23
23. H 0.38
24. H 0.35
25. H 0.45
26. H 0.38
27. H 0.35
28. H 0.16
29. H 0.41
30. H -0.71
31. H 0.38
32. C 0.04
33. O -0.19
34. Bi 1.80
35. O -0.51
36. H 0.28
37. H 0.27
38. N 0.51
39. C -1.54
40. C 1.90
41. C -1.92
42. C -1.42
43. P 0.79
44. N -0.82
45. C 2.03
46. C -1.62
47. C -1.38
48. C -1.87
49. C 1.83
50. C -1.85
51. C -1.89
52. C -1.09
53. H 0.50
54. H 0.03
55. H 0.38
56. H 0.58
57. H 0.27
58. H 0.35
59. H 0.12
60. H 0.15
61. H 0.61
62. H 0.23
63. H 0.53
64. H 0.32
65. H -0.13
66. H 0.58
67. H 0.25
68. H 0.27
69. H 0.33
70. H 0.61
71. H 0.35
72. H 0.61
73. H 0.12
74. H 0.36
75. H 0.54
76. H 0.28
77. H 0.21
78. H -0.22
79. H 0.56

---

3.
The following is a DFT calculation (ωB97M-V/def2-TZVPD) of a cluster of 4 separate species, C24H47BrNO11PS in total.

```
86
C24H47BrNO11PS ωB97M-V/def2-TZVPD
C 7.41711 6.20589 0.61813
S 8.25459 4.95402 1.53315
O 9.59637 4.90263 1.02655
O 8.01342 5.14022 2.93540
C 7.42573 3.41854 1.10048
C 8.01803 2.22028 1.13826
P 9.83360 1.97158 1.50570
O 10.07926 0.68713 0.53284
Br 9.65145 1.00776 3.51452
C 7.12165 1.03276 0.85287
O 7.34188 -0.05110 1.34312
C 6.00119 1.26522 -0.08375
C 5.44134 2.46833 -0.19290
C 4.35012 2.75870 -1.18646
C 3.17402 3.66035 -0.79275
C 2.12776 2.99458 0.11631
C 2.20401 3.38615 1.60160
C 2.98872 2.39946 2.45827
N 3.28436 2.97416 3.77522
C 5.95883 3.50702 0.75214
O 5.24654 4.33843 1.25758
H 6.40854 6.34042 0.98960
H 8.02728 7.09104 0.80074
H 7.44516 5.96335 -0.44284
H 9.36527 0.03471 0.53744
H 5.65849 0.41700 -0.66481
H 4.83468 3.18066 -2.07492
H 3.94215 1.79524 -1.50340
H 2.69200 3.94580 -1.73030
H 3.52381 4.58638 -0.33835
H 2.18272 1.90407 0.02589
H 1.14105 3.28769 -0.24707
H 1.19184 3.44533 2.00798
H 2.63327 4.38474 1.70662
H 2.37733 1.50718 2.61314
H 3.89390 2.07684 1.92868
H 3.37013 2.24149 4.46793
H 4.17358 3.45996 3.75996
C -1.92455 4.31517 -2.69839
O -1.36807 3.17252 -2.07593
C -2.32355 2.36456 -1.40755
C -2.69686 1.14250 -2.21449
O -3.38333 1.48565 -3.40711
C -2.57100 1.44485 -4.56397
H -1.15352 4.74438 -3.33631
H -2.79218 4.05767 -3.31067
H -2.22090 5.06180 -1.95355
H -3.22126 2.94562 -1.17341
H -1.87378 2.03740 -0.46471
H -3.37138 0.52296 -1.61494
H -1.80444 0.54960 -2.43951
H -2.33585 0.41138 -4.84194
H -1.63833 1.99680 -4.42159
H -3.13671 1.90367 -5.37307
C -3.68041 -4.29814 2.25832
O -4.77142 -3.55011 1.75340
C -4.64405 -2.15257 1.95520
C -4.19720 -1.44603 0.69499
O -2.88563 -1.82551 0.31002
C -2.87136 -2.76980 -0.74573
H -3.77555 -5.31211 1.87179
H -2.72367 -3.88199 1.93417
H -3.70397 -4.33453 3.35283
H -3.94392 -1.94447 2.77036
H -5.62644 -1.76776 2.24564
H -4.18823 -0.36694 0.88090
H -4.90713 -1.64415 -0.11472
H -3.15040 -2.29563 -1.69356
H -3.54990 -3.60394 -0.55141
H -1.85554 -3.15164 -0.83481
C -5.08568 -7.76267 -1.00424
O -6.12580 -7.12397 -1.71775
C -7.41421 -7.64846 -1.44162
C -8.18015 -6.78362 -0.46444
O -7.57666 -6.77104 0.81566
C -6.79761 -5.61251 1.06453
H -4.18580 -7.16419 -1.14005
H -5.31194 -7.83160 0.06286
H -4.90076 -8.76902 -1.39621
H -7.33644 -8.66820 -1.05027
H -7.96223 -7.68892 -2.38786
H -9.19100 -7.18801 -0.35202
H -8.26411 -5.76567 -0.85987
H -7.43273 -4.73471 1.21970
H -6.10570 -5.41063 0.24473
H -6.22981 -5.79205 1.97406
```

**SMILES**: CS(=O)(=O)C1=C(P(O)Br)C(=O)C=C(CCCCCN)C1=O.COCCOC.COCCOC.COCCOC
**E_HOMO**: -9.19 eV
**Multiplicity**: 1
**F_max**: 0.513 eV/A
**HOMO-LUMO gap**: 0.2677 hartree
**Energy**: -5138.463824 hartree
**Total charge**: 0

Formally, the Mulliken partial charges of the atoms, in units of the elementary charge, are as follows:
1. C -1.06
2. S 1.46
3. O -0.64
4. O -0.63
5. C -0.28
6. C 0.18
7. P 0.21
8. O -0.48
9. Br -0.21
10. C 0.18
11. O -0.54
12. C -0.36
13. C 0.47
14. C -1.49
15. C -0.78
16. C -0.22
17. C -0.72
18. C -0.11
19. N -0.70
20. C 0.74
21. O -0.55
22. H 0.31
23. H 0.45
24. H 0.35
25. H 0.39
26. H 0.46
27. H 0.43
28. H 0.38
29. H 0.45
30. H 0.43
31. H 0.41
32. H 0.04
33. H 0.49
34. H 0.11
35. H 0.50
36. H -0.17
37. H 0.24
38. H 0.27
39. C -0.84
40. O -0.26
41. C -0.56
42. C -0.04
43. O -0.42
44. C -0.69
45. H 0.25
46. H 0.36
47. H 0.32
48. H 0.36
49. H 0.35
50. H 0.03
51. H 0.32
52. H 0.32
53. H 0.28
54. H 0.25
55. C -0.85
56. O -0.15
57. C -0.84
58. C -0.39
59. O -0.34
60. C -0.52
61. H 0.22
62. H 0.39
63. H 0.29
64. H 0.38
65. H 0.38
66. H 0.41
67. H 0.35
68. H 0.28
69. H 0.14
70. H 0.26
71. C -0.69
72. O -0.38
73. C -0.50
74. C -0.46
75. O -0.41
76. C -0.77
77. H 0.24
78. H 0.30
79. H 0.33
80. H 0.30
81. H 0.38
82. H 0.40
83. H 0.29
84. H 0.31
85. H 0.33
86. H 0.31

---

Question: The lowest F_max belongs to which entry?
Answer: C24H47BrNO11PS